Density functional theory data (ωB97M-V with the def2-TZVPD basis set) for 2 unconnected molecules or ions with the total composition C4H11NO in a non-equilibrium geometry.

XYZ file:
```
17
Properties=species:S:1:pos:R:3
O 3.558 4.575 -0.082
N 0.134 -0.023 -0.981
C -0.610 -1.199 -0.849
C 0.113 1.076 0.019
C -0.792 -1.847 0.311
C -1.998 -2.717 0.650
H -2.789 -2.579 -0.093
H -2.324 -2.444 1.654
H 4.182 3.828 -0.042
H -0.001 -2.099 1.006
H -0.644 1.701 -0.462
H 3.202 4.539 0.809
H -1.724 -3.776 0.609
H -1.007 -1.598 -1.790
H 1.107 1.469 0.181
H -0.065 0.341 -1.896
H -0.341 0.752 0.954
```

As for the energy above the lowest of the compared OMol25 structures with the same formula, charge and spin: 60.7 kcal/mol. The total energy comes out at -288.92023 hartree. The value obtained for the orbital gap is 8.12 eV. Its net charge is 0. The LUMO energy comes out at 0.02832 Eh. Its structure (SMILES) is C/C=C/NC.O.

Löwdin population analysis, charges in e, atoms 1 to 8: O -0.07; N -0.10; C -0.19; C -0.08; C -0.20; C -0.13; H 0.06; H 0.06

Density functional theory data (ωB97M-V with the def2-TZVPD basis set) for 2 unconnected molecules or ions with the total composition CH8NO in a non-equilibrium geometry.

XYZ file:
```
11
Properties=species:S:1:pos:R:3
O 0.494 -0.344 0.630
N -1.346 1.405 -0.077
C 1.274 -1.292 -0.272
H -1.929 1.621 0.765
H 0.949 -0.595 1.451
H 2.093 -0.677 -0.810
H -0.597 0.766 0.188
H 0.635 -1.736 -1.006
H -1.247 2.402 -0.531
H 1.677 -2.211 0.139
H -2.002 0.662 -0.477
```

As for the energy above the lowest of the compared OMol25 structures with the same formula, charge and spin: 33.7 kcal/mol. The total energy comes out at -172.59629 hartree. The value obtained for the orbital gap is 11.56 eV. Its net charge is +1. The LUMO energy comes out at -0.14772 Eh.

Löwdin population analysis, charges in e, atoms 1 to 8: O -0.17; N 0.25; C -0.05; H 0.16; H 0.10; H 0.12; H 0.04; H 0.06

Density functional theory data (ωB97M-V with the def2-TZVPD basis set) for a molecular structure, C36H37AuN3P2S3.

XYZ file:
```
82
Properties=species:S:1:pos:R:3
Au -0.531 1.040 1.370
S 1.012 3.894 4.749
S -4.603 3.277 1.892
S -0.559 -2.083 -5.019
P -0.953 -0.760 -0.072
P 1.422 0.274 0.352
N 0.630 -0.803 -0.650
N 0.065 2.398 2.950
N -2.386 2.076 1.796
C 3.240 -2.302 2.838
C -1.331 -2.139 0.995
C -3.980 -1.382 -2.663
C -0.092 -1.072 -6.437
C 4.585 -1.978 2.673
C -1.948 0.491 -2.279
C 2.266 1.591 3.862
C 4.012 -0.231 1.124
C -3.276 4.013 2.665
C 2.273 -1.597 2.148
C 2.663 -0.559 1.290
C -1.747 -1.932 2.314
C -2.834 0.642 -3.328
C 2.487 2.704 -2.688
C 1.972 1.639 -1.967
C 3.134 3.796 -0.634
C 1.329 -1.914 -1.369
C -4.219 0.890 0.554
C 1.119 2.534 3.737
C -2.081 -0.607 -1.419
C -1.187 -3.444 0.506
C -0.881 3.389 3.178
C -1.866 -4.307 2.645
C -0.500 4.316 4.085
C -1.452 -4.521 1.336
C 4.971 -0.952 1.819
C -3.641 1.980 1.382
C -2.017 -3.016 3.134
C 3.064 3.778 -2.024
C -3.109 -1.538 -1.599
C 0.622 -1.473 -3.797
C 2.628 2.737 0.096
C 2.048 1.652 -0.573
C -3.844 -0.298 -3.521
C -2.180 3.230 2.541
C 0.589 -2.414 -2.600
H 5.339 -2.534 3.214
H -2.346 -2.854 4.151
H -4.767 -2.106 -2.825
H -0.234 -0.011 -6.235
H -2.743 1.485 -3.999
H -5.304 0.967 0.526
H 6.018 -0.717 1.691
H 3.590 4.635 -0.127
H 3.217 2.090 3.672
H 1.488 -2.725 -0.655
H -1.050 5.173 4.437
H -1.343 -5.528 0.958
H 2.696 2.749 1.175
H 1.225 -1.849 2.273
H 4.312 0.564 0.453
H -3.959 -0.087 0.965
H 2.304 1.199 4.879
H 2.157 0.749 3.184
H 1.527 0.799 -2.484
H 0.938 -1.269 -6.727
H -3.854 0.961 -0.468
H 2.311 -1.529 -1.652
H -0.745 -1.364 -7.256
H 1.045 -3.365 -2.882
H -0.881 -3.628 -0.515
H 1.624 -1.449 -4.231
H -0.450 -2.645 -2.352
H 2.445 2.694 -3.769
H -1.162 1.223 -2.121
H -2.077 -5.152 3.287
H 3.466 4.607 -2.592
H -3.377 4.945 3.196
H -4.530 -0.181 -4.349
H -3.227 -2.374 -0.921
H -1.874 -0.929 2.709
H 0.350 -0.455 -3.505
H 2.955 -3.106 3.503
```

As for the energy above the lowest of the compared OMol25 structures with the same formula, charge and spin: 1.0 kcal/mol. The total energy comes out at -3570.43344 hartree. The value obtained for the orbital gap is 4.98 eV. Its net charge is +3. The LUMO energy comes out at -0.36116 Eh.

Löwdin population analysis, charges in e, atoms 1 to 8: Au 1.01; S 1.21; S 1.22; S 0.84; P 0.91; P 0.89; N -0.38; N -0.06

Density functional theory data (ωB97M-V with the def2-TZVPD basis set) for 2 unconnected molecules or ions with the total composition C15H18O in a non-equilibrium geometry.

XYZ file:
```
34
Properties=species:S:1:pos:R:3
O -1.522 0.071 1.960
C -0.206 0.505 1.779
C -4.079 -2.283 -0.402
C -2.864 -2.861 -0.001
C -0.032 1.006 0.513
C -2.836 -1.179 -2.154
C -4.050 -1.523 -1.526
C 2.011 0.852 2.340
C 1.229 1.534 0.227
C -1.710 -2.692 -0.734
C -0.241 -1.242 -2.086
C 0.744 0.545 2.792
C 3.633 2.035 0.737
C 2.298 1.433 1.103
C -1.621 -1.654 -1.694
C 3.781 2.926 -0.470
H 2.896 0.876 2.989
H -0.857 -3.225 -0.331
H 4.535 3.698 -0.276
H 4.212 1.147 0.435
H -0.860 0.929 -0.168
H 3.777 2.482 -1.467
H 0.213 -0.550 -1.379
H 1.235 2.082 -0.726
H 4.050 2.466 1.649
H 0.505 0.145 3.765
H -4.941 -1.193 -2.053
H -4.991 -2.463 0.147
H -2.946 -3.616 0.775
H 2.918 3.592 -0.578
H -1.779 -0.380 2.755
H 0.315 -2.169 -1.915
H -2.846 -0.429 -2.936
H 0.027 -0.867 -3.070
```

As for the energy above the lowest of the compared OMol25 structures with the same formula, charge and spin: 34.1 kcal/mol. The total energy comes out at -657.56280 hartree. The value obtained for the orbital gap is 9.14 eV. Its net charge is 0. The LUMO energy comes out at 0.03048 Eh. Its structure (SMILES) is CCc1ccc(O)cc1.Cc1ccccc1.

Löwdin population analysis, charges in e, atoms 1 to 8: O 0.02; C -0.30; C -0.10; C -0.10; C -0.03; C -0.05; C -0.10; C -0.05

Density functional theory data (ωB97M-V with the def2-TZVPD basis set) for 2 unconnected molecules or ions with the total composition C22H44BBrClF3N5O7PS2 in a non-equilibrium geometry.

XYZ file:
```
87
Properties=species:S:1:pos:R:3
Br 4.398 -1.407 1.242
Cl 3.022 -2.381 -4.223
S 1.579 -1.935 7.227
S 0.186 0.006 6.205
P 1.578 0.497 -2.811
F 3.982 2.952 -1.184
F -0.098 0.398 7.725
F 1.516 -3.531 7.100
O -6.811 1.226 0.396
O -1.072 0.402 5.572
O 2.946 -1.693 6.780
O 1.165 -1.853 1.998
O 1.318 0.859 5.864
O 1.337 -1.778 8.657
O -6.721 1.363 -2.111
N 0.810 2.274 0.668
N 2.571 0.592 -0.134
N -0.785 -2.750 0.691
N 2.815 3.145 -0.472
N 0.412 -1.549 6.249
C 2.247 -1.727 -1.433
C -1.126 -0.240 -0.845
C 0.299 -0.245 -0.125
C 3.237 1.079 3.083
C 3.829 0.372 0.465
C -1.829 1.146 -1.338
C 3.472 -1.919 -2.438
C -6.936 0.699 -0.822
C 1.717 -0.226 -0.993
C -4.159 1.891 -2.364
C -1.486 -3.011 2.017
C 2.138 2.026 0.031
C 0.065 2.577 -4.342
C 0.900 2.279 -2.922
C -5.689 2.407 -2.057
C 0.242 -0.480 -3.850
C -0.188 -4.004 0.127
C -3.492 0.958 -1.194
C 4.206 1.341 1.794
C 0.227 0.961 1.032
C 4.674 -0.844 -2.555
C -7.459 -0.887 -0.874
B 0.192 -1.609 0.873
H 0.690 0.654 2.061
H 4.410 0.280 -2.395
H 0.355 2.689 -1.980
H -0.851 -0.176 -3.613
H 2.408 4.100 -0.357
H 3.925 0.931 4.044
H 2.617 2.053 3.277
H 1.287 -2.235 -1.937
H 0.824 -3.893 -0.443
H 4.399 2.457 1.513
H 0.791 2.215 -5.212
H -2.673 -3.067 1.905
H -4.092 1.355 -3.418
H -3.838 1.304 -0.110
H -7.730 -1.227 -1.976
H 2.469 -2.468 -0.532
H 0.193 2.939 0.172
H 5.162 -0.966 -3.638
H 4.725 0.673 -0.276
H -6.697 -1.591 -0.333
H -1.914 -0.560 0.006
H 5.285 0.950 2.137
H -3.769 -0.180 -1.374
H 1.507 -2.793 1.968
H -0.032 -4.885 0.908
H 5.547 -1.142 -1.799
H -1.173 -4.012 2.543
H -1.604 2.099 -0.702
H -3.498 2.879 -2.474
H 4.045 -2.927 -2.121
H -8.497 -0.872 -0.288
H -1.689 1.440 -2.457
H 0.334 -1.633 -3.774
H -0.934 1.980 -4.423
H -1.234 -1.138 -1.626
H 0.509 -0.198 -4.979
H -0.930 1.137 1.274
H 1.873 2.967 -3.038
H 2.580 0.097 3.011
H -1.293 -2.154 2.825
H -0.101 3.748 -4.402
H -0.974 -4.436 -0.661
H -5.953 3.170 -2.937
H -5.687 3.056 -1.078
```

The total energy comes out at -6160.95192 hartree. The value obtained for the orbital gap is 6.14 eV. Its net charge is 0. The LUMO energy comes out at -0.09196 Eh.

Löwdin population analysis, charges in e, atoms 1 to 8: Br 0.78; Cl 0.50; S 0.51; S 0.50; P 1.02; F 0.04; F -0.19; F -0.21

Density functional theory data (ωB97M-V with the def2-TZVPD basis set) for a molecular structure, C27H27BrCl3IN6O4SiV.

XYZ file:
```
71
Properties=species:S:1:pos:R:3
I -0.973 -9.154 -0.833
Br 6.841 2.769 -0.134
V 0.731 -0.746 0.131
Cl 3.080 -0.351 2.984
Cl 0.130 1.177 3.111
Cl 0.283 -2.088 3.601
Si 1.116 -0.552 2.584
O 0.741 -2.435 0.389
O 1.049 1.235 -0.136
O 2.732 -0.571 -0.417
O 2.569 -3.377 1.311
N -3.131 -1.354 -1.518
N -3.532 -0.999 0.832
N 1.605 5.075 -0.734
N 0.406 3.698 0.614
N -1.315 -0.533 -0.090
N -3.235 0.886 -0.636
C 0.918 -4.866 0.377
C -3.538 0.028 -1.786
C 1.735 -6.000 0.331
C 4.658 0.985 -0.266
C -0.218 6.775 -1.090
C -1.718 5.109 0.674
C -2.129 -1.037 1.107
C 5.017 2.327 -0.138
C 2.716 3.019 -0.012
C 3.620 -1.621 -0.919
C -1.512 7.092 -0.722
C -1.722 -1.414 -1.278
C 1.197 -7.220 -0.025
C 0.325 5.610 -0.559
C -2.246 6.277 0.149
C -3.839 -1.838 -0.328
C -0.425 4.795 0.288
C 2.378 1.684 -0.113
C 1.636 4.013 -0.020
C -3.941 0.378 0.545
C -1.827 0.873 -0.393
C -0.163 -7.322 -0.311
C -0.986 -6.197 -0.237
C 3.312 0.686 -0.262
C 1.545 -3.623 0.779
C 4.071 3.334 -0.025
C -0.446 -4.974 0.099
H -1.089 -4.110 0.182
H -3.543 -2.868 -0.120
H -1.296 1.238 -1.276
H 4.274 -1.944 -0.114
H -1.892 -0.396 1.957
H -1.417 -2.433 -1.042
H -3.717 1.012 1.404
H -1.592 1.495 0.476
H -1.971 7.992 -1.105
H 0.439 3.385 1.581
H -2.044 -6.290 -0.437
H -1.801 -2.057 1.312
H -1.171 -1.060 -2.155
H 0.459 2.036 0.019
H 0.361 7.405 -1.750
H -5.013 0.405 0.361
H -2.288 4.491 1.354
H -3.250 6.572 0.421
H -3.014 0.400 -2.667
H -4.608 0.053 -1.980
H -4.911 -1.816 -0.514
H 5.424 0.229 -0.359
H 4.374 4.369 0.039
H 2.787 -5.917 0.570
H 2.982 -2.434 -1.246
H 4.172 -1.217 -1.763
H 1.829 -8.096 -0.076
```

As for the energy above the lowest of the compared OMol25 structures with the same formula, charge and spin: 0.2 kcal/mol. The total energy comes out at -7159.99753 hartree. The value obtained for the orbital gap (spin up / spin down) is 5.65 / 6.36 eV. Its net charge is +2. The LUMO energy (spin up / spin down) comes out at -0.28802 / -0.26216 Eh. The spin multiplicity is 2.

Löwdin population analysis, charges in e, atoms 1 to 8: I 1.00; Br 0.86; V 0.93; Cl 0.44; Cl 0.38; Cl 0.43; Si -0.60; O -0.26